The following is a quantum chemistry calculation of a 5-piece molecular cluster, C41H87I2NO2 overall at a distorted geometry, from OMol25.

## Properties
Gap between HOMO and LUMO in eV: 8.63
HOMO level in eV: -8.831
F_max in eV/A: 2.60
E_tot in eV: -65714.022

The geometry in ORCA input format:
```
! wB97M-V def2-TZVPD RIJCOSX def2/J DEFGRID3
* xyz 0 1
C -0.20928 -3.32925 4.45334
C -1.21285 -3.65785 3.29240
C -1.76168 -2.34585 2.63365
C -0.92845 -1.98632 1.34873
C -0.24496 -0.59870 1.65180
C 0.16150 0.19826 0.37982
C 0.28327 1.72768 0.71621
C 0.88443 1.97861 2.12099
C 1.36561 3.44934 2.34691
C 0.42766 4.31088 3.25063
C -1.09489 4.04986 3.06202
C -1.73691 3.18247 4.20589
C -2.36912 1.86560 3.69924
O -3.64180 1.56387 4.31599
C -4.46563 0.96783 3.40102
O -4.46460 -0.18323 3.22574
N -5.35250 1.90044 2.72618
C -6.63477 1.32489 2.48551
I -7.00901 0.77599 0.43594
C -7.54135 1.14769 3.40640
C -8.93366 0.58163 3.20349
I -7.08679 1.71648 5.42510
H 0.13997 -2.28540 4.42292
H 0.65226 -4.00830 4.35198
H -0.66991 -3.48381 5.44161
H -2.03942 -4.25688 3.70920
H -0.68017 -4.26643 2.54599
H -2.83852 -2.41871 2.41738
H -1.66465 -1.55089 3.39168
H -0.11194 -2.71243 1.19948
H -1.57489 -1.95778 0.45952
H -0.99441 0.00611 2.18304
H 0.63794 -0.76036 2.28627
H -0.49092 0.01303 -0.48608
H 1.17924 -0.13859 0.10275
H 0.86446 2.22554 -0.07814
H -0.74159 2.14391 0.70341
H 0.20495 1.71044 2.94151
H 1.75949 1.30831 2.22407
H 1.59417 3.94911 1.39063
H 2.32885 3.37366 2.88506
H 0.71947 4.17742 4.30436
H 0.63284 5.36622 2.99708
H -1.60656 5.02545 3.09330
H -1.32950 3.59918 2.08711
H -1.03014 2.99267 5.02890
H -2.55177 3.77939 4.65184
H -1.68177 1.04141 3.95486
H -2.48467 1.92274 2.60240
H -4.90654 2.12308 1.83610
H -9.63964 1.31759 3.62485
H -9.18043 0.35095 2.16286
H -9.02674 -0.32845 3.81711
C -2.10349 -0.42065 -6.18486
C -0.58674 -0.27552 -6.17083
C 0.15149 -1.58902 -5.91935
C -0.14477 -2.24247 -4.56794
C 0.13724 -1.37425 -3.34408
C 1.60732 -0.98818 -3.20047
H -2.48054 -0.76363 -5.21934
H -2.56795 0.54474 -6.39808
H -2.42621 -1.12624 -6.95375
H -0.30214 0.47173 -5.42420
H -0.26232 0.11966 -7.13790
H 1.22641 -1.41035 -6.01732
H -0.10660 -2.30354 -6.70795
H 0.44290 -3.16381 -4.49679
H -1.19336 -2.55377 -4.53734
H -0.16229 -1.93325 -2.45209
H -0.48107 -0.47174 -3.36142
H 2.23860 -1.87720 -3.13164
H 1.75542 -0.40083 -2.29171
H 1.95282 -0.38513 -4.04233
C 2.96211 -3.41492 1.27380
C 4.47435 -3.23972 1.32267
C 5.23071 -4.54560 1.56020
C 4.93171 -5.23118 2.89543
C 5.20004 -4.37816 4.13467
C 6.66416 -3.97787 4.28533
H 2.56627 -3.78724 2.22096
H 2.47720 -2.45679 1.06935
H 2.67460 -4.11004 0.48133
H 4.73272 -2.50211 2.08862
H 4.80414 -2.81789 0.36814
H 6.30441 -4.35071 1.48157
H 4.99295 -5.24524 0.75201
H 5.53138 -6.14547 2.95549
H 3.88760 -5.55817 2.91203
H 4.90384 -4.95114 5.01807
H 4.57254 -3.48246 4.12706
H 7.30496 -4.86051 4.34354
H 6.80690 -3.39968 5.20041
H 7.00309 -3.36122 3.45074
C 8.17893 1.92736 -2.33346
C 7.98863 2.25690 -0.85659
C 8.05148 1.02818 0.05021
C 6.96408 -0.01882 -0.20234
C 5.53038 0.49519 -0.08292
C 5.18733 1.00169 1.31448
H 7.38990 1.27256 -2.70713
H 8.15878 2.84078 -2.93106
H 9.14109 1.43853 -2.50203
H 7.04242 2.78763 -0.71726
H 8.77593 2.95180 -0.55046
H 8.00707 1.35656 1.09287
H 9.02781 0.54756 -0.07167
H 7.10693 -0.84250 0.50579
H 7.10071 -0.45399 -1.19693
H 4.84822 -0.32358 -0.33221
H 5.34169 1.28397 -0.81651
H 5.32231 0.21274 2.05846
H 4.14438 1.32554 1.35502
H 5.80707 1.85367 1.59995
C -4.45740 1.31148 -3.35254
C -5.49728 0.89558 -4.38821
C -5.70954 1.94078 -5.48219
C -6.24335 3.28932 -4.99290
C -7.56907 3.22455 -4.23543
C -8.72238 2.69731 -5.08291
H -4.75903 2.21209 -2.81445
H -4.32155 0.51642 -2.61577
H -3.49077 1.49873 -3.82669
H -6.44325 0.66535 -3.88904
H -5.16645 -0.03509 -4.85860
H -6.38863 1.53032 -6.23526
H -4.75857 2.11255 -5.99762
H -6.36010 3.94875 -5.85934
H -5.49522 3.76737 -4.35336
H -7.82097 4.23301 -3.89495
H -7.46615 2.61449 -3.33343
H -8.87368 3.32202 -5.96602
H -9.64961 2.70236 -4.50649
H -8.54627 1.67197 -5.41306
*
```



The following is a quantum chemistry calculation of C41H89BCrF4NO27 as an isolated structure at a distorted geometry, from OMol25.

## Properties
Gap between HOMO and LUMO in eV: 5.47
HOMO level in eV: -3.663
ΔE to the lowest compared entry with this formula, charge and spin in kcal per mole: 0.0
F_max in eV/A: 2.71
E_tot in eV: -140708.538

The geometry in ORCA input format:
```
! wB97M-V def2-TZVPD RIJCOSX def2/J DEFGRID3
* xyz -1 5
Cr -2.01790 3.33508 1.91355
N -3.64519 -0.32894 1.42634
H -2.83034 0.32306 1.33039
H -4.19208 0.04493 2.22325
H -3.42952 -1.31302 1.48137
H -4.21397 -0.17530 0.56030
C -0.48578 -0.73522 1.34325
C -0.35232 0.70599 0.85548
C 0.09785 0.67475 -0.59860
O -1.50771 1.43257 1.08121
H -1.09652 -1.34326 0.67195
H -0.94244 -0.82838 2.32983
H 0.50513 -1.19517 1.32994
H 0.51467 1.13730 1.38493
H 0.94544 0.00262 -0.78719
H 0.60973 1.58400 -0.92467
H -0.70833 0.37313 -1.26954
C -3.74660 0.29079 -2.59861
C -5.12176 -0.10029 -2.07423
C -5.23352 -1.61750 -2.16451
O -5.26118 0.23776 -0.73811
H -2.93982 -0.24328 -2.08501
H -3.58263 1.36871 -2.61380
H -3.61875 -0.06732 -3.63185
H -5.85140 0.26598 -2.81537
H -5.20266 -1.97795 -3.20471
H -6.18874 -1.99044 -1.78849
H -4.45557 -2.18225 -1.64082
C -1.98278 4.41563 -1.84533
C -2.87533 5.00933 -0.73093
C -4.15301 5.53832 -1.45176
O -3.14828 4.21044 0.35532
H -2.47052 3.72574 -2.53985
H -1.17799 3.83462 -1.38702
H -1.59144 5.24354 -2.44135
H -2.28104 5.88761 -0.43186
H -4.65089 4.73900 -1.99639
H -3.76097 6.18524 -2.24608
H -4.67818 6.19634 -0.76184
B -4.66640 2.10294 3.60558
F -3.38904 2.19269 3.09312
F -5.55705 2.90281 2.91091
F -5.00989 0.74156 3.42218
F -4.67255 2.35026 4.96836
C 5.53916 1.37601 -2.53720
C 4.36889 2.32168 -2.46535
O 3.35883 1.85756 -3.35371
C 2.14629 2.41665 -3.23529
O 1.87758 3.41367 -2.60205
O 1.25367 1.64919 -3.80672
C -0.15077 1.98833 -3.72850
H 6.38769 1.77713 -1.97752
H 5.92403 1.25987 -3.54991
H 5.34975 0.40727 -2.07572
H 4.74007 3.27227 -2.85821
H 3.97629 2.48867 -1.46359
H -0.32812 2.32022 -2.70653
H -0.72566 1.07915 -3.86364
H -0.45746 2.85338 -4.31302
C -1.04773 -1.61463 -4.75924
C -1.30458 -3.11317 -5.02289
O -1.23957 -3.45310 -6.40935
C -0.07083 -3.61254 -7.01138
O 1.00582 -3.72701 -6.46466
O -0.30605 -3.95966 -8.27682
C 0.77919 -4.39609 -9.08612
H -0.11015 -1.35750 -5.25961
H -0.88119 -1.38035 -3.70989
H -1.82421 -0.97878 -5.18165
H -2.34477 -3.31679 -4.77002
H -0.67730 -3.71533 -4.36675
H 0.73376 -3.92557 -10.06638
H 0.75595 -5.48054 -9.18556
H 1.77254 -4.15736 -8.70649
C -1.66192 -2.70913 5.13051
C -1.77895 -3.82551 4.09189
O -0.80105 -3.52571 3.09638
C -0.41483 -4.46047 2.21626
O -0.64456 -5.63084 2.37166
O 0.34075 -3.89472 1.27255
C 1.20802 -4.73597 0.53238
H -1.64467 -1.72058 4.66762
H -0.71876 -2.66336 5.68076
H -2.47765 -2.79314 5.84742
H -2.77895 -3.77855 3.66228
H -1.51216 -4.79223 4.51635
H 0.62869 -5.52633 0.05367
H 1.90146 -5.30881 1.15393
H 1.81648 -4.22250 -0.20659
C -1.03025 8.53418 0.35953
C -0.76573 7.34173 1.21757
O 0.48116 6.72140 0.90194
C 0.63037 5.40471 1.03353
O -0.28267 4.65779 1.33476
O 1.83526 5.04460 0.71622
C 2.14303 3.65557 0.66174
H -1.92397 8.99674 0.78071
H -1.23393 8.18819 -0.65402
H -0.23874 9.28348 0.34934
H -1.62929 6.68095 1.10967
H -0.85738 7.58144 2.28165
H 2.03328 3.07067 1.57976
H 3.17082 3.60367 0.32042
H 1.35795 3.22265 0.04117
C -1.65308 -8.93778 -2.81952
C -0.83700 -7.66630 -2.90122
O -1.57109 -6.57350 -2.35562
C -0.94951 -5.39032 -2.19391
O 0.19793 -5.21967 -2.54176
O -1.75368 -4.53254 -1.63327
C -1.35237 -3.16253 -1.47462
H -1.16781 -9.86991 -3.09590
H -2.45972 -8.81990 -3.55251
H -2.22633 -8.99468 -1.89434
H -0.39237 -7.51414 -3.88475
H 0.00024 -7.68880 -2.19553
H -0.27492 -3.08786 -1.34571
H -1.77469 -2.85651 -0.52039
H -1.79244 -2.57341 -2.27305
C 1.64467 5.61366 4.27800
C 0.17357 5.42831 4.57613
O -0.13557 4.30536 5.41204
C -0.49451 3.16574 4.82845
O -0.77559 3.00286 3.65552
O -0.55378 2.22214 5.72453
C -0.96391 0.91696 5.33143
H 2.20942 5.59915 5.21064
H 1.74407 6.56277 3.75128
H 2.07562 4.81775 3.66903
H -0.39111 5.31281 3.65094
H -0.19095 6.25355 5.18698
H -0.85016 0.33572 6.24226
H -0.38238 0.51878 4.49856
H -1.99525 0.89053 4.97488
C 3.14970 -1.57072 3.09708
C 2.47831 -1.14649 4.42423
O 2.39330 0.28359 4.45252
C 3.47977 0.97062 4.77166
O 4.55747 0.53924 5.06371
O 3.16766 2.27661 4.63482
C 4.16774 3.22298 4.87526
H 2.76903 -0.89355 2.33335
H 2.83741 -2.58421 2.84468
H 4.23078 -1.48293 3.18394
H 2.91041 -1.46598 5.37396
H 1.49121 -1.60958 4.45781
H 4.76037 3.07947 5.78015
H 3.75787 4.21565 5.05167
H 4.80857 3.34744 4.00037
C 2.42345 -2.04100 -2.25957
C 3.80850 -2.10689 -1.66348
O 3.91344 -3.29387 -0.87820
C 4.71177 -3.31107 0.18033
O 5.43435 -2.40127 0.52655
O 4.69345 -4.48892 0.74810
C 5.46994 -4.85933 1.84760
H 2.21400 -2.91841 -2.87568
H 2.35134 -1.10611 -2.81264
H 1.71064 -2.17835 -1.44506
H 3.94844 -1.22991 -1.02746
H 4.62133 -2.06067 -2.39043
H 4.85409 -5.47416 2.50459
H 5.75688 -4.06885 2.54548
H 6.38583 -5.34853 1.51953
*
```